No. 1
Entry from OMol25: a molecular structure, C20H28NO2SW at a distorted geometry (wB97M-V/def2-TZVPD).

Structure (XYZ):
```
53
Properties=species:S:1:pos:R:3:mulliken_charge:R:1
O -1.90199 0.25863 -1.37721 -0.4886
C -3.25237 -0.21777 -0.95878 -0.5260
C -3.66498 -0.39952 -2.40922 -0.4348
H -3.67484 0.64126 -0.42765 0.3027
H -3.15926 -1.12569 -0.34967 0.2014
C -2.26684 0.17242 -2.77975 1.3170
H -4.50485 0.24862 -2.69160 0.0607
H -3.77147 -1.46407 -2.68021 0.3972
C -2.24939 1.61257 -3.24871 -1.5108
H -2.69539 2.24773 -2.47603 0.3692
H -2.80801 1.67290 -4.18084 0.4784
H -1.21577 1.93537 -3.41517 0.2211
C -1.32152 -0.73299 -3.55207 -1.4599
H -1.40876 -1.77443 -3.22816 0.3259
H -0.27114 -0.41776 -3.45643 0.1073
H -1.58766 -0.65868 -4.60848 0.5091
W 0.18706 -0.00910 0.01875 1.3189
C 1.59201 -1.99241 0.29898 -0.7459
C 0.72012 -2.14922 1.47121 -0.4346
C -0.61166 -2.16283 0.98215 -0.6732
H 0.79096 -2.14175 2.55386 0.6354
C -0.62229 -2.19406 -0.47426 -0.0527
C 0.80588 -1.96071 -0.85239 -0.7974
H 1.15368 -2.13870 -1.85306 0.5827
H 2.64425 -1.93721 0.21905 0.5709
H -1.53548 -2.25732 1.55898 0.4167
H -1.38035 -2.66865 -1.12475 0.5191
C 2.10747 1.71801 0.38223 0.0790
C 2.04254 0.99194 -0.86476 -1.1166
C 0.86667 1.42572 -1.59755 -0.2941
H 2.79061 0.38733 -1.30717 0.5698
C 0.08172 2.27631 -0.63748 0.0483
C 0.81139 2.25110 0.59107 -1.2491
H 0.48110 2.67567 1.49699 0.4553
H 3.02576 2.03481 0.96557 0.4984
H 0.72242 1.43592 -2.68146 0.6718
H -0.79118 2.90013 -0.90869 0.4710
O -7.08710 0.89159 -2.55643 -0.3625
C -7.17444 0.57886 -3.95727 -0.3641
C -8.62229 0.76478 -4.41184 -0.6186
H -6.89347 -0.47370 -4.10120 0.2599
H -6.45203 1.18588 -4.51683 0.2926
C -9.40137 0.49270 -3.10348 -0.5337
H -8.90540 0.12978 -5.24147 0.3517
H -8.78442 1.81077 -4.69030 0.2794
C -8.43065 1.03114 -2.04631 -0.4751
H -9.49853 -0.59205 -2.99166 0.2611
H -10.39011 0.93473 -3.08054 0.3473
H -8.52048 0.52138 -1.08196 0.2794
H -8.66953 2.09079 -1.87950 0.2683
S 1.50818 -0.03399 2.15119 -0.1975
C 3.45771 -0.48854 2.31306 0.3363
N 4.48845 -0.32543 2.87203 -0.4680
```

Summary:
Electronic energy in hartree: -1448.88049
E_HOMO (alpha / beta) in eV: -10.9 / -11.2
Charge: +1
Strongest force on any atom in eV Å⁻¹: 4.23
Spin multiplicity: 3

No. 2
Entry from OMol25: 3 unconnected molecules or ions with the total composition C20H29ClI2OSi at a distorted geometry (wB97M-V/def2-TZVPD).

Structure (XYZ):
```
54
Properties=species:S:1:pos:R:3:mulliken_charge:R:1
C -2.60595 0.97292 2.84958 -1.1312
C -1.07446 1.23863 3.16103 -0.2765
I -0.81767 3.26948 3.91388 -0.0049
C -0.25967 1.02553 1.82280 -0.6847
Si 1.43972 0.16600 2.09711 -0.0410
I 1.33557 -1.64678 3.76051 -0.2114
C 1.85837 -0.65096 0.39144 -0.1791
C 1.64791 -2.20710 0.44263 -0.7755
O 1.73600 -2.75405 -0.89521 -0.5612
C 2.71652 1.52750 2.44721 -0.7246
C 3.55535 1.38178 3.77067 -0.5850
C 5.08172 1.11274 3.50140 -0.6224
Cl 5.22269 -0.35332 2.40725 -0.1875
H -3.13640 1.90802 2.58714 0.3385
H -3.06422 0.53273 3.76685 0.3145
H -2.73615 0.20682 2.05161 0.3116
H -0.79116 0.54907 3.97720 0.4317
H -0.81194 0.37582 1.09777 0.3428
H -0.11581 1.99507 1.28548 0.4405
H 2.88439 -0.39085 0.05091 0.5018
H 1.12898 -0.29351 -0.37759 0.0271
H 0.63841 -2.47989 0.82624 0.3777
H 2.46965 -2.65889 1.03813 0.3371
H 1.53267 -3.69034 -0.82652 0.2882
H 2.23366 2.53515 2.44275 0.4652
H 3.45553 1.56257 1.60674 0.4881
H 3.15884 0.66207 4.51162 0.2607
H 3.53482 2.38248 4.27415 0.3062
H 5.57033 1.98865 3.03714 0.3386
H 5.55823 0.82668 4.45808 0.3759
C -0.76257 2.63531 -1.68098 -0.0531
C -2.11210 2.68844 -1.35807 -0.4554
C -2.87903 3.77911 -1.74816 -0.4291
C -2.29667 4.81255 -2.47280 -0.4263
C -0.94688 4.75717 -2.80004 -0.3640
C -0.17809 3.67059 -2.40036 -0.5263
H -0.16416 1.78567 -1.37287 0.4225
H -2.56634 1.87872 -0.79875 0.3744
H -3.92975 3.82392 -1.48869 0.3706
H -2.89494 5.66103 -2.78187 0.3589
H -0.49365 5.56221 -3.36590 0.3621
H 0.87518 3.63001 -2.65028 0.3703
C -2.52253 -4.05750 -4.55647 -0.3060
C -1.45363 -3.34326 -4.02867 -0.6702
C -0.84958 -3.76393 -2.84975 -0.0451
C -1.31023 -4.90585 -2.20399 -0.2139
C -2.37688 -5.62230 -2.73363 -0.4278
C -2.98582 -5.19609 -3.90751 -0.4182
H -2.99497 -3.72717 -5.47374 0.3607
H -1.09114 -2.45731 -4.53599 0.3666
H -0.02013 -3.20294 -2.43465 0.3689
H -0.83726 -5.23785 -1.28672 0.3147
H -2.73424 -6.51303 -2.23061 0.3526
H -3.82056 -5.75150 -4.31747 0.3518
```

Summary:
Electronic energy in hartree: -2199.82789
E_HOMO in eV: -9.3
Strongest force on any atom in eV Å⁻¹: 2.18
SMILES string: C[C@H](I)C[Si@@](I)(CCO)CCCCl.c1ccccc1.c1ccccc1

No. 3
Entry from OMol25: a single C20H29ClN4O2 molecule (wB97M-V/def2-TZVPD).

Structure (XYZ):
```
56
Properties=species:S:1:pos:R:3:mulliken_charge:R:1
C -1.90643 -3.20107 0.04599 -1.4832
C -2.89728 -2.32251 -0.67680 0.8266
O -2.58202 -1.50139 -1.51525 -0.5979
N -4.18900 -2.54906 -0.32648 -0.1303
H -4.35020 -3.10947 0.49708 0.2583
C -5.22612 -1.59799 -0.65128 -0.5212
H -4.87719 -1.04142 -1.52393 0.2580
H -6.14286 -2.13590 -0.91128 0.3158
C -5.48732 -0.64955 0.53117 -1.0382
C -4.15632 -0.10467 1.03493 1.0237
O -3.54716 -0.72320 1.89596 -0.6833
N -3.68452 1.04457 0.51686 0.2958
C -4.19717 1.78704 -0.61070 -0.8712
H -5.17577 1.41838 -0.91121 0.4238
C -3.22008 1.69265 -1.78426 -0.5240
C -1.83286 2.18422 -1.37540 -1.2519
H -1.15951 2.07587 -2.22570 0.4914
C -1.34940 1.34514 -0.19243 0.6076
N -0.03721 1.70724 0.34655 0.2448
C 0.91665 2.28256 -0.58317 -0.4513
H 0.47075 3.14770 -1.07279 0.5834
C 2.15834 2.75619 0.18733 -1.3058
N 2.78087 1.65668 0.89187 0.1360
C 3.75959 0.89784 0.28074 1.2486
C 3.83731 -0.49223 0.43332 -0.4508
C 4.88203 -1.19975 -0.12956 -0.0739
C 5.87606 -0.58238 -0.86562 -0.6041
C 5.80354 0.79298 -1.01902 -0.5733
C 4.77711 1.52130 -0.45780 -0.5905
H 4.77848 2.59355 -0.57391 0.3848
H 6.57154 1.30433 -1.58007 0.3703
H 6.67875 -1.15472 -1.30023 0.4279
Cl 4.92849 -2.91921 0.08781 -0.2391
H 3.08590 -1.03985 0.97688 0.2875
C 1.81156 1.05623 1.78158 -1.7432
C 0.57828 0.57220 1.01744 -0.0766
H -0.13577 0.13486 1.71553 0.4158
H 0.87196 -0.20512 0.28919 0.3475
H 2.26831 0.24891 2.35180 0.5195
H 1.49621 1.83452 2.48441 0.3950
H 2.85568 3.21568 -0.50972 0.4012
H 1.85255 3.50290 0.92666 0.3812
H 1.23437 1.55782 -1.35562 0.2128
C -2.38047 1.51106 0.93845 -1.6158
H -2.09438 0.93778 1.81932 0.5701
H -2.44587 2.56951 1.20984 0.0790
H -1.35447 0.29190 -0.51808 0.1280
H -1.87653 3.23898 -1.09183 0.3871
H -3.59956 2.28346 -2.61941 0.4567
H -3.13833 0.65111 -2.09841 0.1414
H -4.30221 2.83605 -0.30374 0.3628
H -5.91506 -1.22400 1.35615 0.4048
H -6.19241 0.13058 0.25270 0.3323
H -1.83034 -2.84830 1.07373 0.2811
H -0.93295 -3.12722 -0.42998 0.3791
H -2.23613 -4.23678 0.05111 0.4457
```

Summary:
Electronic energy in hartree: -1609.25164
E_HOMO in eV: -7.7
Strongest force on any atom in eV Å⁻¹: 0.62
Energy relative to the best compared isomer or geometry (same formula, charge and spin) in kcal/mol: 11.8
SMILES string: CC(=O)NCCC(=O)N1CCC[C@@H](N2CCN(c3cccc(Cl)c3)CC2)C1